1.
Molecular formula: C24H56Co2F6N2O6P
Method: DFT, ωB97M-V/def2-TZVPD

Each line ends with the Mulliken spin population.
CARTESIAN COORDINATES (ANGSTROEM)
Co: -2.9312 -1.1167 2.9326  2.76
Co: 0.1059 -0.8055 -0.5174  2.82
N: -0.6616 -0.3452 2.4742  -0.01
O: -1.5654 0.4708 2.5027  0.09
O: -0.9004 -1.3200 3.1768  0.10
O: 0.1375 -0.3716 1.5461  0.03
N: -2.2934 -1.5875 -0.0300  -0.02
O: -3.0724 -1.6959 0.9547  0.05
O: -1.3551 -2.3368 -0.1693  0.05
O: -2.1222 -0.4504 -0.4618  0.05
P: 2.1625 -0.7564 -2.2668  0.00
F: 2.0523 -0.1156 -0.7739  0.03
F: 0.6179 -0.1776 -2.2809  0.03
F: 2.6266 0.6980 -2.6813  0.00
F: 1.9253 -1.3991 -3.7634  0.00
F: 3.6445 -1.2919 -2.0162  0.00
F: 1.4391 -2.0499 -1.5647  0.03
C: 1.7091 -5.5015 0.0208  0.00
C: 2.7391 -4.4427 0.5193  0.00
C: 2.1035 -3.4072 1.4451  0.00
C: 3.1190 -2.2612 1.7422  0.00
C: 4.3034 -2.7403 2.5853  0.00
C: 5.2338 -1.6170 3.0485  0.00
H: 2.0372 -6.0478 -0.8635  0.00
H: 0.7669 -5.0098 -0.2213  0.00
H: 1.4840 -6.1643 0.8563  0.00
H: 3.6168 -4.9696 0.8935  0.00
H: 3.0000 -3.8841 -0.3796  0.00
H: 1.7638 -3.9677 2.3160  0.00
H: 1.2594 -2.8567 1.0294  0.00
H: 3.3581 -1.7773 0.7952  0.00
H: 2.5812 -1.5434 2.3616  0.00
H: 3.9333 -3.2525 3.4734  0.00
H: 4.9202 -3.4054 1.9808  0.00
H: 4.6794 -0.8803 3.6300  0.00
H: 6.0254 -2.0069 3.6883  0.00
H: 5.6559 -1.1223 2.1737  0.00
C: -1.5645 -0.3256 -4.7797  0.00
C: -2.2484 -1.4808 -4.0994  0.00
C: -3.7590 -1.3032 -3.9810  0.00
C: -4.4361 -2.5846 -3.4585  0.00
C: -5.7780 -2.4173 -2.7559  0.00
C: -5.5824 -1.8650 -1.2992  0.00
H: -0.4791 -0.4227 -4.7561  0.00
H: -1.7604 0.5883 -4.2189  0.00
H: -1.7854 -0.2148 -5.8414  0.00
H: -1.8832 -2.3664 -4.6195  0.00
H: -1.8513 -1.6725 -3.1025  0.00
H: -4.2629 -0.9786 -4.8913  0.00
H: -3.9776 -0.5112 -3.2647  0.00
H: -4.5934 -3.3528 -4.2156  0.00
H: -3.7180 -3.0731 -2.7999  0.00
H: -6.5023 -1.8132 -3.3022  0.00
H: -6.1751 -3.4324 -2.7432  0.00
H: -4.9750 -0.9626 -1.2295  0.00
H: -6.5006 -1.7049 -0.7341  0.00
H: -5.1027 -2.6029 -0.6563  0.00
C: 0.2563 2.9261 3.6319  0.00
C: 1.4574 2.2289 4.2769  0.00
C: 2.6886 2.4950 3.5166  0.00
C: 4.0827 2.0807 4.1000  0.00
C: 4.4127 2.6645 5.5102  0.00
C: 5.9015 2.3744 5.9071  0.00
H: 0.1742 2.5739 2.6036  0.00
H: 0.3839 4.0077 3.5895  0.00
H: -0.6069 2.8523 4.2934  0.00
H: 1.5368 2.7027 5.2553  0.00
H: 1.0712 1.2166 4.3964  0.00
H: 2.6725 3.5601 3.2853  0.00
H: 2.6033 2.0524 2.5242  0.00
H: 4.1587 0.9939 4.1354  0.00
H: 4.8345 2.4174 3.3862  0.00
H: 4.1736 3.7279 5.5258  0.00
H: 3.6634 2.2336 6.1743  0.00
H: 6.0673 2.8015 6.8962  0.00
H: 6.1605 1.3156 5.9052  0.00
H: 6.4984 2.9592 5.2073  0.00
C: -5.2180 3.1894 -4.2274  0.00
C: -3.6880 3.3896 -4.1030  0.00
C: -3.2566 3.1663 -2.6953  0.00
C: -1.7140 3.3396 -2.5177  0.00
C: -1.2506 3.1610 -1.0326  0.00
C: 0.3402 2.9783 -0.9001  0.00
H: -5.4293 2.2330 -3.7491  0.00
H: -5.6448 3.1398 -5.2291  0.00
H: -5.7100 3.9363 -3.6044  0.00
H: -3.1451 2.6738 -4.7202  0.00
H: -3.5006 4.4142 -4.4241  0.00
H: -3.5722 2.1850 -2.3410  0.00
H: -3.7452 3.8911 -2.0441  0.00
H: -1.1891 2.6950 -3.2227  0.00
H: -1.4065 4.3288 -2.8569  0.00
H: -1.6586 4.0048 -0.4761  0.00
H: -1.8191 2.3363 -0.6029  0.00
H: 0.7437 2.9390 0.1117  0.00
H: 0.6424 2.0731 -1.4268  0.00
H: 0.8671 3.7464 -1.4663  0.00

Calculated values
HOMO level (spin up / spin down)	-12.744 / -12.744	eV
E_LUMO (spin up / spin down)	-7.02 / -7.27	eV
spin multiplicity	7
total charge	+1
<S²>	12.01
Kohn-Sham gap (spin up / spin down)	5.72 / 5.47	eV



2.
Molecular formula: C48H50N4O6PRbS3
Method: DFT, ωB97M-V/def2-TZVPD

Each line ends with the Mulliken charge.
CARTESIAN COORDINATES (ANGSTROEM)
Rb: -0.1023 -0.3176 -0.0743  0.70
C: 0.4493 3.4063 1.4215  -0.97
C: -0.1547 2.6070 2.5838  -0.76
N: -1.3381 1.8609 2.1952  0.51
C: -2.4837 2.6778 1.8328  -0.97
C: -3.1311 2.2548 0.5172  -0.70
N: -2.2010 2.1708 -0.6086  0.17
C: -1.4994 3.4001 -0.9599  -1.10
C: 0.0227 3.2204 -1.0018  -0.61
N: 0.5467 2.6286 0.2038  1.65
H: -0.1550 4.2962 1.2237  0.41
H: 1.4311 3.7765 1.7449  0.34
H: 0.5967 1.8962 2.9265  0.15
H: -0.3439 3.3131 3.4130  0.33
H: -1.6158 1.2006 2.9135  -0.01
H: -3.2666 2.6174 2.5974  0.43
H: -2.1814 3.7279 1.7798  0.28
H: -3.5598 1.2625 0.6645  0.22
H: -3.9692 2.9451 0.3202  0.25
H: -2.6913 1.8010 -1.4109  0.28
H: -1.8157 3.7815 -1.9395  0.53
H: -1.7534 4.1824 -0.2410  0.24
H: 0.2697 2.5444 -1.8278  0.24
H: 0.4760 4.1979 -1.2547  0.28
H: 1.4583 2.2079 0.0760  -0.76
C: 6.2967 -2.0688 -4.1551  -0.55
C: 6.5499 -0.8257 -3.5895  -0.62
C: 5.7094 -0.3184 -2.6077  -0.06
C: 4.6004 -1.0469 -2.1874  -0.43
C: 4.3541 -2.2882 -2.7752  -0.58
C: 5.1955 -2.8110 -3.7471  -0.65
P: 3.3977 -0.5614 -0.8634  1.40
C: 3.6963 1.2472 -0.7730  -0.07
C: 4.0579 1.9013 0.4036  -0.17
C: 4.1283 3.2880 0.4478  -0.67
C: 3.8397 4.0434 -0.6798  -0.42
C: 3.4834 3.4027 -1.8598  -0.80
C: 3.4096 2.0192 -1.9013  -0.25
C: 4.2798 -1.2305 0.5965  0.56
C: 5.5148 -1.8254 0.5424  -0.42
C: 6.0728 -2.4088 1.6992  -0.99
C: 5.3846 -2.3973 2.8785  -0.90
C: 4.1050 -1.7968 2.9655  1.12
C: 3.3612 -1.7857 4.1711  -1.32
C: 2.1297 -1.1979 4.1773  -1.16
C: 1.5940 -0.5897 3.0153  0.16
C: 2.2512 -0.5317 1.7934  0.54
C: 3.5316 -1.1868 1.8156  -1.12
H: 6.9540 -2.4575 -4.9234  0.40
H: 7.4096 -0.2497 -3.9124  0.38
H: 5.9216 0.6457 -2.1601  0.42
H: 3.4780 -2.8494 -2.4677  0.53
H: 4.9665 -3.7713 -4.1970  0.58
H: 4.2617 1.3172 1.2907  0.47
H: 4.3998 3.7808 1.3737  0.43
H: 3.8849 5.1249 -0.6395  0.35
H: 3.2548 3.9854 -2.7443  0.40
H: 3.1199 1.5211 -2.8213  0.52
H: 6.0717 -1.8738 -0.3844  0.37
H: 7.0487 -2.8771 1.6398  0.40
H: 5.8059 -2.8518 3.7704  0.35
H: 3.7745 -2.2452 5.0630  0.28
H: 1.5410 -1.1974 5.0912  0.43
H: 0.5974 -0.1597 3.1384  0.17
C: -0.5575 -5.0761 0.3765  -0.91
S: -0.2956 -3.3493 0.8052  0.95
O: -1.4486 -2.5894 0.2294  -0.83
C: -0.5719 -3.4956 2.5656  0.47
C: -1.6439 -2.8307 3.1334  -0.64
C: -1.7961 -2.8460 4.5144  -0.51
C: -0.8777 -3.5248 5.3015  -0.56
C: 0.2104 -4.1669 4.7191  -0.64
C: 0.3799 -4.1382 3.3464  -0.55
H: -1.5947 -5.3257 0.5925  0.37
H: 0.1272 -5.6905 0.9559  0.46
H: -0.3356 -5.1713 -0.6848  0.03
H: -2.3326 -2.2736 2.5111  0.66
H: -2.6185 -2.2947 4.9526  0.34
H: -0.9914 -3.5298 6.3783  0.38
H: 0.9496 -4.6564 5.3396  0.34
H: 1.2630 -4.5742 2.8934  0.35
N: -0.5148 -1.0425 -3.1111  -0.33
C: 0.1081 -2.2243 -3.5824  0.92
C: -0.2998 -3.4692 -3.1176  -0.40
C: 0.3573 -4.6179 -3.5374  -0.99
C: 1.4192 -4.5381 -4.4250  0.03
C: 1.8200 -3.2957 -4.8954  -0.87
C: 1.1745 -2.1453 -4.4717  -0.45
S: 2.2684 -6.0215 -4.9767  1.25
O: 1.5821 -6.4063 -6.2024  -0.72
O: 2.1016 -6.9643 -3.8803  -0.73
O: 3.6454 -5.5828 -5.1873  -0.68
H: -0.3322 -0.2586 -3.7223  0.19
H: -1.5111 -1.1462 -2.9724  0.24
H: -1.1247 -3.5262 -2.4150  0.53
H: 0.0657 -5.5952 -3.1744  0.48
H: 2.6572 -3.2425 -5.5772  0.43
H: 1.5102 -1.1724 -4.8170  0.12
O: -9.5041 1.5309 0.5930  -0.51
C: -9.1268 1.9488 1.8416  0.64
O: -9.8789 2.6812 2.4376  -0.62
C: -7.8377 1.4566 2.3488  0.88
C: -7.0291 0.5172 1.6953  -0.69
C: -5.8280 0.1062 2.2248  -0.99
C: -5.3384 0.6090 3.4547  0.16
S: -3.8248 0.1262 4.0989  -0.43
C: -6.1748 1.5490 4.1087  -0.36
C: -7.3743 1.9520 3.5749  -0.60
H: -8.8027 0.9884 0.2168  0.27
H: -7.3369 0.0692 0.7531  0.13
H: -5.2285 -0.6304 1.7052  0.44
H: -5.8335 1.9525 5.0533  0.39
H: -7.9962 2.6747 4.0887  0.39

Calculated values
HOMO level	-2.820	eV
E_LUMO	2.95	eV
spin multiplicity	1
total charge	-2
Kohn-Sham gap	5.77	eV



3.
Molecular formula: C3H3NO3S
Method: DFT, ωB97M-V/def2-TZVPD

Each line ends with the Mulliken charge.
CARTESIAN COORDINATES (ANGSTROEM)
C: -3.0479 -0.1650 -0.1454  0.14
C: -0.3528 0.6227 0.0863  0.02
C: 2.9450 -0.4260 0.0542  0.22
H: -3.8133 -0.9100 -0.1560  0.32
H: -0.7161 1.6056 -0.2248  0.39
H: 3.3829 -1.4720 0.5334  0.23
N: 0.8776 0.7290 0.1267  -0.31
O: -3.0562 1.0167 0.0388  -0.43
O: 1.5578 -0.5880 0.0629  -0.10
O: 3.6617 0.5129 -0.2901  -0.43
S: -1.4386 -0.9258 -0.0862  -0.04

Calculated values
HOMO level	-10.313	eV
E_LUMO	-0.01	eV
spin multiplicity	1
Kohn-Sham gap	10.31	eV



Question: spin multiplicity of number 1 (C24H56Co2F6N2O6P)?
Answer: 7